14 unconnected molecules or ions with the total composition C42H112O42S14 in a non-equilibrium geometry. Source: the OMol25 dataset; level of theory: ωB97M-V with the def2-TZVPD basis set.

Atoms and positions in Å:
O  9.19  4.24  6.24
S  9.87  4.84  7.42
O  10.96  4.14  8.06
O  10.39  6.33  6.96
C  10.85  7.29  7.90
C  12.35  7.24  8.16
C  8.68  5.27  8.84
H  10.34  7.18  8.86
H  10.64  8.28  7.49
H  12.67  6.21  8.37
H  12.60  7.90  8.99
H  12.86  7.66  7.30
H  8.23  4.33  9.16
H  7.92  5.97  8.47
H  9.33  5.67  9.62
O  11.93  -1.91  13.99
S  10.81  -1.86  14.90
O  10.91  -1.12  16.16
O  9.42  -1.38  14.02
C  9.34  -1.81  12.63
C  7.92  -1.95  12.21
C  10.29  -3.63  15.29
H  9.91  -2.73  12.49
H  9.72  -1.03  11.97
H  7.77  -1.45  11.25
H  7.24  -1.49  12.92
H  7.62  -3.00  12.14
H  9.91  -4.06  14.36
H  9.50  -3.64  16.05
H  11.18  -4.19  15.56
O  7.74  0.22  -1.10
S  7.71  0.52  0.34
O  8.59  -0.13  1.32
O  7.82  2.20  0.50
C  7.31  3.07  -0.49
C  8.32  3.34  -1.57
C  5.95  0.39  0.98
H  6.87  3.96  -0.05
H  6.46  2.63  -1.03
H  9.17  3.87  -1.14
H  7.94  3.87  -2.44
H  8.68  2.43  -2.05
H  5.84  0.94  1.91
H  5.70  -0.66  1.14
H  5.38  0.76  0.12
O  12.06  3.34  2.17
S  12.37  2.12  2.85
O  13.26  1.16  2.16
O  13.07  2.50  4.28
C  12.80  3.72  4.91
C  14.20  4.42  4.92
C  10.94  1.22  3.51
H  12.46  3.55  5.93
H  12.02  4.21  4.33
H  14.22  5.49  5.13
H  14.92  4.20  4.13
H  14.69  4.01  5.80
H  10.30  1.90  4.08
H  11.34  0.35  4.02
H  10.42  0.99  2.58
O  7.92  1.62  4.77
S  6.57  1.67  5.30
O  5.40  1.05  4.67
O  6.75  1.23  6.89
C  5.54  0.80  7.54
C  5.89  0.57  9.05
C  6.13  3.41  5.70
H  5.17  -0.03  6.93
H  4.84  1.63  7.39
H  5.06  0.13  9.60
H  6.23  1.49  9.51
H  6.57  -0.28  9.01
H  6.24  4.00  4.80
H  6.80  3.75  6.50
H  5.06  3.52  5.87
O  2.01  2.03  7.33
S  1.26  0.77  7.10
O  1.75  -0.55  7.49
O  -0.25  0.91  7.69
C  -1.12  1.95  7.37
C  -1.81  2.41  8.60
C  0.92  0.74  5.26
H  -1.74  1.80  6.49
H  -0.47  2.74  6.98
H  -2.37  3.31  8.37
H  -1.27  2.52  9.54
H  -2.47  1.58  8.85
H  0.30  -0.15  5.18
H  1.89  0.69  4.78
H  0.38  1.65  4.96
O  5.82  6.40  5.61
S  6.28  7.77  6.04
O  7.63  7.97  6.52
O  6.04  8.86  4.75
C  4.87  8.90  3.98
C  4.84  7.77  2.95
C  5.10  8.50  7.34
H  4.75  9.87  3.51
H  4.06  8.86  4.72
H  3.89  7.29  2.74
H  5.59  7.01  3.16
H  5.33  8.05  2.02
H  4.13  8.34  6.86
H  5.29  9.57  7.37
H  5.42  7.91  8.20
O  9.21  -2.76  6.96
S  10.48  -2.76  7.71
O  11.70  -3.22  7.08
O  10.71  -1.26  8.40
C  9.70  -0.37  8.68
C  10.26  0.83  9.48
C  10.26  -3.61  9.38
H  8.91  -0.80  9.30
H  9.25  0.07  7.79
H  9.52  1.63  9.44
H  11.30  1.01  9.21
H  10.36  0.48  10.51
H  11.19  -3.59  9.96
H  10.12  -4.66  9.11
H  9.34  -3.29  9.86
O  10.03  7.94  1.48
S  8.87  8.20  2.34
O  7.78  9.01  1.83
O  8.21  6.75  2.79
C  9.04  5.66  3.10
C  9.57  5.10  1.80
C  9.37  9.09  3.86
H  8.43  4.92  3.62
H  9.91  5.87  3.72
H  10.64  5.29  1.71
H  8.96  5.43  0.96
H  9.51  4.02  1.91
H  10.20  8.50  4.26
H  8.47  8.94  4.46
H  9.54  10.16  3.80
O  3.89  -5.70  4.15
S  3.17  -4.59  3.51
O  1.72  -4.53  3.42
O  3.74  -3.16  4.11
C  3.02  -2.00  3.88
C  2.74  -1.57  2.45
C  3.98  -4.56  1.80
H  3.67  -1.21  4.27
H  2.15  -2.01  4.53
H  3.53  -1.54  1.70
H  2.21  -0.62  2.47
H  1.92  -2.04  1.91
H  3.56  -5.19  1.00
H  5.04  -4.78  1.92
H  3.95  -3.59  1.30
O  4.63  2.14  11.70
S  3.38  2.82  12.14
O  2.92  2.85  13.54
O  3.55  4.44  11.62
C  3.96  4.72  10.33
C  4.33  6.22  10.29
C  1.98  2.32  11.03
H  3.03  4.76  9.77
H  4.70  4.09  9.83
H  4.40  6.47  9.23
H  5.33  6.36  10.70
H  3.60  6.87  10.78
H  1.09  2.91  11.27
H  1.67  1.28  11.10
H  2.42  2.51  10.06
O  5.72  -2.39  9.63
S  6.00  -3.58  8.84
O  7.28  -4.27  8.96
O  4.88  -4.75  9.21
C  4.88  -5.21  10.57
C  3.35  -5.23  10.89
C  5.53  -3.27  7.08
H  5.43  -4.54  11.22
H  5.37  -6.18  10.65
H  3.29  -5.50  11.95
H  2.75  -5.96  10.36
H  3.01  -4.20  10.97
H  5.71  -4.19  6.53
H  6.06  -2.36  6.80
H  4.48  -2.97  7.01
O  -0.34  0.90  12.70
S  0.10  -0.42  13.08
O  -0.53  -1.63  12.60
O  1.72  -0.47  12.79
C  2.39  -1.66  12.71
C  3.76  -1.43  12.09
C  0.09  -0.49  14.90
H  1.90  -2.50  12.22
H  2.57  -2.02  13.73
H  3.77  -0.68  11.30
H  4.32  -2.27  11.67
H  4.29  -1.01  12.94
H  0.80  -1.31  15.07
H  -0.90  -0.78  15.23
H  0.51  0.44  15.27
O  4.64  3.39  1.60
S  3.28  2.86  1.60
O  3.01  1.45  1.35
O  2.61  3.26  3.02
C  2.81  4.57  3.52
C  1.86  4.69  4.74
C  2.22  3.78  0.43
H  2.49  5.35  2.84
H  3.85  4.84  3.72
H  2.05  4.08  5.63
H  0.79  4.61  4.53
H  2.02  5.70  5.11
H  1.23  3.46  0.74
H  2.48  3.37  -0.55
H  2.50  4.83  0.53

Computed properties:
- LUMO level (eV) = -0.47
- relative energy (zero: lowest compared OMol25 entry of this formula, charge and spin) (kcal/mol) = 177.06



2 unconnected molecules or ions with the total composition C5H7N4O2 in a non-equilibrium geometry. Source: the OMol25 dataset; level of theory: ωB97M-V with the def2-TZVPD basis set.

Atoms and positions in Å:
C  -2.36  1.91  0.47
C  -1.25  2.74  0.37
C  2.77  0.93  -0.17
C  0.50  -1.90  0.67
C  1.55  -0.80  0.73
N  -1.97  0.70  0.03
N  -0.22  1.96  -0.10
N  -0.68  0.74  -0.24
N  1.77  -0.08  -0.29
O  2.34  2.13  -0.11
O  3.97  0.56  -0.21
H  -3.36  2.00  0.91
H  -1.10  3.60  0.86
H  -0.55  -1.65  0.56
H  0.93  -2.44  -0.25
H  0.60  -2.50  1.64
H  0.93  2.06  -0.28
H  2.19  -0.51  1.59

Computed properties:
- LUMO level (eV) = 3.83
- relative energy (zero: lowest compared OMol25 entry of this formula, charge and spin) (kcal/mol) = 0.00
- net charge = -1



A molecular structure, C7H18AgO6 in a non-equilibrium geometry. Source: the OMol25 dataset; level of theory: ωB97M-V with the def2-TZVPD basis set.

Atoms and positions in Å:
Ag  18.08  17.09  12.99
C  17.00  14.78  13.78
O  16.35  13.73  14.06
O  16.48  15.65  12.92
O  18.09  15.12  14.37
C  16.47  18.58  15.50
C  17.13  19.77  14.82
O  17.70  19.37  13.59
H  15.83  17.99  14.83
H  15.98  18.96  16.40
H  17.19  17.83  15.83
H  17.88  20.18  15.52
H  16.30  20.47  14.67
H  18.06  20.15  13.16
C  20.89  18.84  14.75
C  21.14  18.11  13.43
O  20.51  16.80  13.58
H  21.86  19.17  15.13
H  20.35  18.23  15.47
H  20.29  19.73  14.55
H  22.18  17.78  13.34
H  20.72  18.59  12.55
H  20.88  16.28  12.86
C  16.06  17.52  10.25
C  17.35  17.36  9.49
O  18.44  17.33  10.41
H  15.32  17.74  9.46
H  15.95  18.39  10.89
H  15.74  16.61  10.75
H  17.46  18.24  8.84
H  17.36  16.51  8.80
H  19.24  17.45  9.90

Computed properties:
- LUMO level (eV) = 2.41
- relative energy (zero: lowest compared OMol25 entry of this formula, charge and spin) (kcal/mol) = 0.00
- net charge = -1



C8H20N2S2 in the gas phase in a non-equilibrium geometry. Source: the OMol25 dataset; level of theory: ωB97M-V with the def2-TZVPD basis set.

Atoms and positions in Å:
C  -1.73  -1.97  -1.76
C  -1.67  -1.85  -0.24
N  -0.82  -0.73  0.21
C  -0.47  -0.64  1.65
C  0.33  -1.87  2.16
S  -1.00  0.78  -0.53
S  0.93  1.22  -1.17
N  1.42  2.14  0.18
C  2.88  2.02  0.47
C  3.22  0.61  0.99
C  0.91  3.50  0.11
C  0.98  4.28  1.42
H  -2.20  -2.91  -2.02
H  -2.35  -1.15  -2.15
H  -0.74  -1.96  -2.23
H  -2.67  -1.71  0.22
H  -1.32  -2.80  0.14
H  -1.34  -0.47  2.31
H  0.17  0.25  1.81
H  0.56  -1.75  3.23
H  1.25  -1.95  1.59
H  -0.16  -2.84  2.06
H  3.43  2.23  -0.45
H  3.18  2.73  1.23
H  2.91  -0.14  0.24
H  4.28  0.56  1.21
H  2.65  0.43  1.91
H  1.39  4.10  -0.68
H  -0.15  3.42  -0.15
H  2.01  4.52  1.68
H  0.46  5.23  1.29
H  0.59  3.66  2.21

Computed properties:
- LUMO level (eV) = 0.74
- relative energy (zero: lowest compared OMol25 entry of this formula, charge and spin) (kcal/mol) = 9.14
- SMILES string = CCN(CC)SSN(CC)CC